This record from the Open Molecules 2025 dataset describes a 2-piece molecular cluster, C8H10F3NO overall at a distorted geometry. The level of theory is ωB97M-V/def2-TZVPD.

Atoms and positions in Å:
C -0.32381 -1.19397 -1.58157
H -0.36772 -1.55440 -2.55554
H -1.77852 0.05876 0.52956
C 0.68386 -0.21583 -1.11028
H -2.94353 0.86938 -0.67781
H -0.99002 2.34923 0.16443
C 1.05257 -1.20644 1.77516
C -1.81236 -0.61684 -1.45012
N 0.99972 1.19310 2.09432
H 1.64100 1.92936 2.30349
F 1.41826 -2.01279 0.76592
H 2.83824 0.10369 1.57602
O -2.72350 -1.13297 -2.04509
C 1.66227 0.20910 1.69545
C -1.94930 0.53555 -0.52216
H 1.69757 -0.55686 -1.11193
F 1.47872 -1.69102 2.95475
C 0.41637 1.01479 -0.72059
H -0.10276 -2.11048 -1.11649
C -0.92202 1.58942 -0.72273
F -0.25332 -1.27464 1.78367
H -0.93323 2.10526 -1.69963
H 1.21150 1.60861 -0.32881

Computed properties:
molar mass	193.17	g mol⁻¹
HOMO	-0.342	hartree
total energy	-740.35739	Ha
total charge	0
lowest unoccupied orbital energy	0.568	eV
frontier orbital gap	9.87	eV
energy relative to the best compared isomer or geometry (same formula, charge and spin)	130.1	kJ/mol
SMILES	[H]/N=C/C(F)(F)F.O=C1CC=CCC1